Entry 1:
Here is C10H7O3 as an isolated structure in a non-equilibrium geometry from OMol25. Energies are from wB97M-V/def2-TZVPD.

CARTESIAN COORDINATES (ANGSTROEM)
1 C 1.646372 -1.677957 0.243942
2 C 0.313527 -2.120846 0.236047
3 C 1.835251 -0.280851 0.317912
4 C -0.795139 -1.312801 0.017479
5 C 0.775777 0.555750 0.169791
6 C -0.551019 0.084676 0.021736
7 C -2.995531 1.054535 -0.068287
8 C -4.557698 -1.007664 -0.150727
9 C -2.225888 2.392460 -0.063491
10 C -1.672689 0.935612 -0.089988
11 O -5.247152 -1.262607 -1.069384
12 O -4.233064 0.761822 -0.253939
13 O -3.805297 -1.354275 0.719393
14 H 2.564528 -2.270969 0.354441
15 H 0.285069 -3.218638 0.411343
16 H 2.846097 0.101901 0.171562
17 H -1.820985 -1.750299 0.168113
18 H 1.106152 1.564268 0.204257
19 H -2.167026 2.938232 -0.977767
20 H -2.158157 3.007387 0.903217

Atoms 1-6, force components in eV/Å:
C 0.02 1.67 0.90
C 1.42 -1.94 -0.18
C 0.78 -2.11 -1.63
C 0.40 -0.39 1.52
C -0.63 -0.05 0.11
C 0.15 -0.30 -0.09

Computed properties:
Lowest unoccupied orbital energy: 3.584 eV
Total charge: -1
Total energy: -16625.170 eV
Energy above the lowest of the compared OMol25 structures with the same formula, charge and spin: 0.0 kcal/mol
Highest occupied orbital energy: -3.59 eV



Entry 2:
Here is one molecule with the formula CH3NOP2S in a non-equilibrium geometry from OMol25. Energies are from wB97M-V/def2-TZVPD.

CARTESIAN COORDINATES (ANGSTROEM)
1 C -1.112117 0.448981 0.152033
2 N -2.111289 -0.359489 -0.043708
3 O 0.289448 -1.191761 1.825385
4 P 0.182515 0.244461 1.371074
5 P -0.218837 -2.912805 0.109969
6 S -2.166564 -1.878527 -0.025251
7 H -1.461879 1.459321 -0.154913
8 H 1.407641 0.698904 0.795389
9 H 0.331162 -1.835696 -0.599919

Atoms 1-6, force components in eV/Å:
C -0.40 1.37 -0.14
N 0.56 2.83 -0.51
O -0.18 -2.05 -0.32
P -0.27 0.80 -0.41
P -1.80 2.40 0.82
S 1.05 -5.36 0.54

Computed properties:
Lowest unoccupied orbital energy (spin up / spin down): -1.688 / -1.707 eV
Total charge: 0
Total energy: -34032.879 eV
Energy above the lowest of the compared OMol25 structures with the same formula, charge and spin: 84.3 kcal/mol
Highest occupied orbital energy (spin up / spin down): -8.31 / -8.30 eV



Entry 3:
Here is C36H37BKN7OS5 as an isolated structure in a non-equilibrium geometry from OMol25. Energies are from wB97M-V/def2-TZVPD.

CARTESIAN COORDINATES (ANGSTROEM)
1 K -0.115437 -0.507429 -0.346423
2 C 0.501095 -3.451566 1.629468
3 C 1.391061 -2.630229 0.731246
4 N 1.782518 -1.450433 1.071651
5 N 1.435825 -1.111312 2.384508
6 C 1.172083 0.114248 2.695326
7 S 0.816189 1.518663 1.778554
8 S 1.118429 0.332973 4.488931
9 C 2.127879 -1.016035 5.145007
10 C 3.614326 -0.815069 5.072371
11 C 4.355603 -1.324268 4.007647
12 C 5.727845 -1.129769 3.948302
13 C 6.382801 -0.433730 4.953855
14 C 5.653398 0.073236 6.018035
15 C 4.281192 -0.112980 6.070565
16 C 1.839544 -3.232215 -0.570985
17 C 2.389833 -4.505106 -0.485986
18 C 2.870772 -5.200799 -1.585853
19 C 2.765938 -4.592320 -2.835146
20 C 2.202404 -3.344539 -2.969845
21 C 1.705401 -2.596024 -1.859806
22 O 1.153414 -1.461702 -2.034666
23 H -0.424152 -2.909662 1.845685
24 H 0.971564 -3.607137 2.600663
25 H 0.257434 -4.407456 1.169894
26 H 1.843157 -1.928393 4.624130
27 H 1.823050 -1.106631 6.190347
28 H 3.847438 -1.851695 3.215648
29 H 6.278660 -1.521009 3.103084
30 H 7.454179 -0.282390 4.905310
31 H 6.155116 0.618833 6.809064
32 H 3.711558 0.297874 6.895109
33 H 2.454951 -4.970393 0.493946
34 H 3.309164 -6.184034 -1.470105
35 H 3.122081 -5.109005 -3.723530
36 H 2.105675 -2.872164 -3.939994
37 C -1.670805 -2.438570 -3.325187
38 N -2.562495 -2.443713 -2.182425
39 C -2.395329 -3.243651 -1.072214
40 C -3.399467 -2.919645 -0.224207
41 N -4.148690 -1.920574 -0.792654
42 B -5.295686 -1.207243 -0.006999
43 N -4.651593 -0.020417 0.788670
44 C -4.649352 1.272529 0.330879
45 C -3.979184 2.042634 1.220952
46 N -3.582473 1.207865 2.239647
47 C -2.789565 1.611864 3.382926
48 C -3.989376 -0.056245 1.970235
49 S -3.723247 -1.390659 2.998950
50 C -3.619002 -1.618218 -1.998700
51 S -4.131311 -0.416063 -3.114248
52 H -1.322162 -3.457591 -3.493543
53 H -0.817310 -1.791651 -3.119647
54 H -2.221005 -2.072477 -4.189517
55 H -1.583198 -3.943749 -0.989989
56 H -3.624033 -3.267156 0.765084
57 H -5.777701 -2.005516 0.758052
58 H -6.096715 -0.738480 -0.775389
59 H -5.092127 1.507042 -0.619037
60 H -3.740484 3.090098 1.225841
61 H -3.242842 2.491448 3.841301
62 H -1.761858 1.817141 3.076482
63 H -2.783182 0.783663 4.089873
64 N -1.435573 1.273977 -1.717914
65 S -0.279776 2.320656 -1.602502
66 C -0.982731 3.977741 -1.561329
67 C -0.190126 5.109647 -1.680487
68 C -0.772075 6.359941 -1.572276
69 C -2.139755 6.475107 -1.347849
70 C -2.918669 5.336272 -1.227327
71 C -2.342420 4.076156 -1.328169
72 C 0.647519 2.469679 -3.125396
73 C 0.002475 2.667681 -4.339840
74 C 0.746031 2.686614 -5.504740
75 C 2.124413 2.505110 -5.450767
76 C 2.755398 2.296773 -4.237120
77 C 2.013941 2.272215 -3.062014
78 H -2.067357 1.389915 -2.509055
79 H 0.873583 5.013438 -1.858866
80 H -0.158450 7.247702 -1.659463
81 H -2.592327 7.454276 -1.265395
82 H -3.982495 5.422212 -1.047862
83 H -2.924834 3.172449 -1.213164
84 H -1.072940 2.783895 -4.365341
85 H 0.253487 2.828720 -6.457853
86 H 2.702703 2.506297 -6.365853
87 H 3.823310 2.127214 -4.199450
88 H 2.484871 2.063313 -2.111111

Atoms 1-6, force components in eV/Å:
K -1.39 0.51 0.62
C -0.04 -0.08 -0.01
C 0.43 0.13 -0.08
N 0.07 -0.30 0.37
N 0.30 -0.12 -0.26
C 0.18 -0.40 0.03

Computed properties:
Lowest unoccupied orbital energy: 3.773 eV
Total charge: -2
Total energy: -121592.060 eV
Energy above the lowest of the compared OMol25 structures with the same formula, charge and spin: 31.1 kcal/mol
Highest occupied orbital energy: -1.96 eV